Here is a structure of composition C45H59AsCl7GdGeOSi3 from the Open Molecules 2025 dataset. Energies are from wB97M-V/def2-TZVPD.

```
118
Properties=species:S:1:pos:R:3:forces:R:3:mulliken_spin:R:1
Gd 1.359678 -1.832957 -0.482886 -0.8 -0.2 -0.1 0.9625
C 1.810937 -1.962828 -6.420400 -2.9 -3.6 -2.7 0.0252
C 0.194464 -2.376735 -7.099121 -0.1 1.4 -4.0 0.0085
C 0.029387 -3.587921 -8.411627 7.7 0.8 10.0 -0.0027
C -0.815509 -2.494206 -5.971627 0.5 -2.0 1.7 -0.0150
C -1.484614 -1.556441 -5.170832 -1.8 3.9 -3.0 0.0547
C -1.510117 -1.623059 -3.746679 -8.3 -2.8 -1.3 -0.0111
C -2.071975 -3.075203 -3.508188 0.8 3.2 3.7 0.0312
C -3.057943 -3.131600 -2.304564 0.2 -2.0 -3.9 0.0129
C -1.541065 -4.147738 -4.125090 -0.1 0.1 1.3 -0.0009
C -0.780939 -3.649160 -5.194798 3.2 -2.9 0.7 0.0475
H 1.094831 -1.330713 -6.088908 0.4 3.0 3.4 -0.0084
H 2.511668 -1.680819 -7.100625 0.7 2.4 -3.1 -0.0030
H 2.496418 -2.726587 -6.159057 -0.7 -1.5 2.6 -0.0094
H -0.060852 -1.300558 -7.556748 0.6 -2.2 0.5 0.0023
H 0.198806 -4.461487 -7.718299 -0.7 0.3 -1.4 0.0010
H 0.781743 -3.573332 -9.138420 2.3 0.5 -0.4 0.0001
H -0.683261 -3.586191 -8.988630 -8.8 0.1 -4.7 -0.0003
H -2.223261 -0.687662 -5.859062 2.8 -1.7 2.4 -0.0004
H -2.657748 -1.222841 -3.414120 3.7 1.0 -0.7 -0.0067
H -3.701867 -4.093464 -2.674440 -0.4 3.3 0.4 0.0003
H -3.236360 -2.067443 -2.060376 -1.4 -1.3 0.3 -0.0047
H -2.735328 -3.725580 -1.532259 1.9 -0.5 2.6 -0.0095
H -1.380066 -5.044289 -3.353320 -0.3 1.3 -2.7 0.0040
H 0.159735 -4.162242 -5.045584 0.7 -0.9 -1.8 0.0226
Cl 0.836782 -8.887340 2.720064 -0.1 0.6 -0.2 0.0013
C 0.472525 -7.291869 2.052769 1.4 -1.6 -1.1 -0.0074
C -0.389026 -6.472871 2.710795 -0.7 2.0 -1.2 0.0199
Cl -1.164700 -6.927545 4.150519 -0.3 -0.1 0.4 0.0006
C -0.691065 -5.225468 2.094148 -0.7 0.1 1.1 -0.0197
Cl -2.024757 -4.267427 2.675390 0.4 0.0 0.3 0.0078
C -0.009219 -4.674682 0.988523 -0.2 -0.8 0.0 -0.0143
O -0.102712 -3.464896 0.581287 0.2 0.0 -0.1 0.1363
C 0.705356 -5.678594 0.286667 1.3 0.2 -0.7 -0.0043
Cl 1.403190 -5.122714 -1.229022 0.0 -0.4 0.1 -0.0119
C 1.022628 -6.930615 0.781483 -1.1 0.0 1.5 0.0141
Cl 1.991282 -8.081247 -0.041567 0.1 0.2 -0.3 -0.0011
Cl -0.047878 -3.358991 6.346584 -1.1 -0.6 0.9 0.1345
C 1.191072 -4.021771 5.522762 3.8 1.3 -5.3 0.8135
Cl 1.945258 -5.661624 5.221646 -1.5 1.4 1.1 0.0521
H 1.561910 -3.334054 4.515327 -1.2 -2.1 3.2 0.0044
H 6.093955 -4.186042 7.390500 0.0 0.0 0.0 0.9932
H 2.798703 2.659195 0.402902 -1.4 1.0 -3.5 0.0025
C -8.388245 5.258983 3.821167 0.5 -2.2 3.5 0.9977
Si -8.435546 5.675978 2.097957 0.1 -0.5 0.3 -0.0861
C -8.704280 4.586818 0.786223 2.0 -1.5 -5.1 0.3905
C -8.639638 7.533513 2.156262 1.3 3.7 -3.3 0.0081
As -3.381635 2.813185 5.068126 0.4 -1.8 -2.3 0.0005
Si -1.069134 1.985261 4.648705 1.7 1.4 -2.3 0.0001
C 0.086895 1.313353 6.031263 -1.2 -1.5 -1.3 -0.0003
C -0.036518 3.559511 3.907556 6.0 -4.3 -0.5 0.0040
C -0.542106 0.595636 3.277917 -7.3 3.5 -5.9 -0.0001
Si -3.924888 0.518628 5.727638 -1.7 -0.5 4.8 0.0012
C -3.521544 0.041774 7.750693 -0.8 0.6 2.0 -0.0004
C -2.916510 -0.704236 4.931950 -5.6 7.4 -9.4 0.0086
C -6.034104 0.361779 5.967462 5.4 -4.6 -1.7 -0.0025
H -8.638827 5.900440 4.843135 1.0 -2.0 -2.9 0.0026
H -7.714559 3.509274 4.089668 -1.5 3.7 -0.4 -0.2805
H 2.857096 7.374066 2.516070 0.0 0.0 0.0 0.9908
H -8.436912 5.181115 -0.191896 -1.0 -0.1 1.7 -0.0121
H -6.302834 -6.297260 1.951217 0.0 0.0 0.0 0.9904
H -8.498871 3.489760 0.078314 -0.8 2.9 3.6 -0.0102
H -8.693377 7.884980 3.180906 -0.4 -0.2 0.1 0.0042
H -9.502099 7.911731 1.510637 0.6 -0.7 1.3 -0.0032
H -7.796449 8.382098 1.674313 -1.8 -3.0 1.3 -0.0091
H -0.027143 0.433425 5.208679 2.0 1.0 3.2 -0.0037
H -0.589233 0.934106 6.791858 0.2 0.0 0.6 0.0004
H 1.090717 1.672038 6.481333 -1.7 -0.6 -1.4 -0.0001
H 0.991253 3.762877 4.455060 -2.4 0.2 -0.1 -0.0003
H -0.393878 4.351795 3.431993 -2.2 4.1 -0.9 0.0007
H 0.725758 3.347617 2.830987 -2.3 -0.7 2.5 0.0010
H 0.235848 0.109593 3.700653 2.5 -2.1 0.2 -0.0057
H -0.468230 1.058399 1.922949 0.7 -1.0 4.2 0.0170
H -1.584833 0.037074 3.023309 3.1 0.5 1.3 -0.0062
H -2.480281 -0.309927 7.624549 -0.1 0.4 0.7 0.0006
H -4.104839 -0.939734 8.056549 0.8 2.0 -0.7 0.0000
H -3.616919 0.837960 8.892249 0.4 -2.3 -3.7 0.0000
H -2.703962 3.654525 6.010637 0.5 0.8 1.9 0.0000
H -2.663818 -1.260989 5.620489 2.1 -6.9 6.3 -0.0078
H -3.853153 -0.858952 4.012987 3.1 -0.8 2.3 -0.0003
H -6.321649 0.665550 5.086367 -1.8 2.9 -5.0 0.0004
H -6.566693 0.799891 6.655851 -2.4 2.5 4.1 -0.0002
H -6.416915 -0.663680 5.738605 0.8 0.0 1.2 0.0001
C 3.336432 -0.637044 -0.861452 -0.5 -0.4 3.3 0.6713
Ge 3.528778 0.980526 -1.743797 1.6 1.3 -3.4 0.0211
C 5.618614 1.520005 -1.477817 -0.2 -0.5 0.6 0.0382
C 6.471950 0.484501 -0.918561 -0.4 3.6 -2.7 0.0181
C 7.825236 0.685857 -0.850015 0.3 -1.0 1.6 0.0061
C 8.411570 1.925449 -1.073124 -3.4 0.4 -0.5 -0.0022
C 7.613418 2.990716 -1.490883 -2.6 -2.4 0.1 0.0048
C 6.174616 2.779927 -1.732268 -0.4 1.3 -0.7 -0.0004
C 2.826630 2.922730 -1.989400 0.5 -3.4 4.1 0.0006
C 2.492303 3.253881 -0.675171 1.2 4.7 4.4 0.0082
C 2.196748 4.753293 -0.320773 -1.8 -4.9 0.6 -0.0068
C 2.154374 5.652151 -1.415579 0.5 -2.3 4.6 0.0013
C 2.706664 5.247154 -2.581488 -0.4 1.2 -2.2 0.0008
C 3.047086 3.867155 -2.920598 -3.6 3.0 -3.9 0.0072
C 3.545695 0.261706 -3.670042 0.4 1.1 1.0 -0.0329
C 3.060017 0.971097 -4.771645 0.5 -1.2 -1.2 -0.0269
C 3.549350 0.661665 -6.060401 -0.6 -0.4 2.4 0.0034
C 4.520066 -0.299280 -6.165861 0.6 0.0 -2.9 0.0019
C 4.997055 -1.015002 -5.113577 0.5 0.3 0.4 0.0132
C 4.499381 -0.745064 -3.864818 -0.6 0.9 -0.3 0.0351
H 5.991702 -0.411014 -0.832145 -0.8 -2.6 0.9 -0.0497
H 8.402007 -0.088083 -0.323590 0.1 0.2 -0.6 0.0005
H 9.316729 2.130352 -0.644327 2.6 0.4 0.4 -0.0003
H 8.080663 3.912356 -1.436878 0.4 2.0 -0.4 0.0002
H 5.368965 3.624505 -2.162377 2.8 -2.0 1.3 0.0016
H 3.276438 -0.484979 0.327921 0.4 -0.1 -1.7 0.0776
H 1.644144 4.843469 0.774270 1.8 0.4 -3.0 0.0125
H 1.764803 6.594184 -1.121465 -0.1 1.2 -0.7 0.0000
H 2.613321 6.230890 -3.168119 0.9 -2.3 -0.9 -0.0002
H 2.669550 3.566455 -4.022476 2.3 0.8 2.1 0.0008
H 2.225973 1.646202 -4.746202 -0.1 0.4 0.5 -0.0032
H 3.040081 1.049695 -6.886680 -0.3 0.8 -1.3 0.0002
H 4.951660 -0.533352 -7.167339 -0.4 0.3 0.7 -0.0003
H 5.882066 -1.591596 -5.291550 0.1 -0.8 0.2 0.0014
H 4.887906 -1.228848 -3.017227 0.5 -0.7 1.0 -0.0150
```
Forces are in eV/Å.

## Properties
- multiplicity = 8
- highest occupied orbital energy (spin up / spin down) (eV) = -0.758 / -2.064
- ⟨S²⟩ = 16.4517
- Kohn-Sham gap (spin up / spin down) (eV) = 3.58 / 3.52
- net charge = -2

***

Here is a structure of composition C45H59BaN7O4S3 from the Open Molecules 2025 dataset. Energies are from wB97M-V/def2-TZVPD.

```
119
Properties=species:S:1:pos:R:3:forces:R:3:lowdin_charge:R:1
Ba 0.618251 -0.035092 -0.579816 -0.3 -0.1 1.5 1.8155
C 0.731557 -4.592761 1.864521 0.1 -0.2 -0.1 -0.5512
C 2.189684 -4.598353 1.396443 -0.1 -0.1 0.2 -0.5298
S 2.492353 -3.411360 0.068041 0.0 0.0 -0.1 0.8716
C 3.995294 -2.582210 0.615227 0.2 0.2 0.1 -0.5329
C 3.970676 -1.958166 2.015939 0.0 -0.3 -0.1 -0.5043
S 2.622690 -0.774856 2.213518 0.0 0.3 0.1 0.8572
C 1.807437 -1.259624 3.741113 0.0 0.0 0.2 -0.5311
C 1.197782 -2.655207 3.822959 0.2 0.0 0.0 -0.5286
S 0.071646 -3.022602 2.458323 -0.1 0.0 0.0 0.8548
H 0.604865 -5.376208 2.618124 0.0 0.1 0.1 0.0712
H 0.077334 -4.851904 1.027927 0.0 0.1 0.0 0.0502
H 2.427191 -5.615999 1.071747 0.0 0.0 -0.1 0.0675
H 2.852082 -4.396484 2.239535 0.0 0.1 -0.1 0.0487
H 4.114033 -1.801661 -0.142840 0.0 0.0 0.0 0.0473
H 4.863879 -3.241631 0.537172 0.0 0.0 0.0 0.0765
H 4.928328 -1.455563 2.173320 0.0 0.1 0.0 0.0605
H 3.902660 -2.734185 2.782250 -0.1 0.1 0.0 0.0590
H 1.026859 -0.504159 3.847941 0.0 0.0 -0.1 0.0414
H 2.480063 -1.131570 4.594697 0.1 0.1 -0.1 0.0820
H 0.671608 -2.734552 4.776297 -0.1 0.0 0.0 0.0614
H 1.989950 -3.407495 3.843287 -0.1 0.0 -0.1 0.0591
O 0.792570 -0.587245 -4.866284 -0.1 0.1 0.2 -0.0258
C 1.082739 -0.177077 -3.732412 0.5 -0.5 -0.5 -0.6466
O 0.311256 0.471557 -2.955110 -0.2 0.2 -0.4 -0.3176
C 2.496130 -0.594311 -3.120192 -0.4 0.3 -0.7 -0.6368
O 3.513491 -0.444262 -3.782684 0.0 0.0 0.1 0.0193
O 2.390666 -1.092690 -1.943718 0.6 -0.2 -0.1 -0.3661
C 0.191284 5.753260 -0.346035 0.0 0.1 0.0 -0.0771
C 0.651177 4.435531 -0.968969 0.0 0.0 0.0 -0.3837
C 0.240635 4.352510 -2.442636 0.0 0.0 0.0 -0.0593
C 2.147360 4.200476 -0.815247 0.0 0.1 -0.1 -0.1427
C 3.033515 5.096320 -1.405277 -0.1 0.0 0.0 -0.0757
C 4.395261 4.844677 -1.465590 0.0 0.0 0.0 -0.1211
C 4.867999 3.642742 -0.949823 0.0 -0.1 0.0 -0.0671
C 4.022870 2.728315 -0.340468 0.0 0.0 0.0 -0.1378
C 4.571037 1.453589 0.275806 0.0 0.1 0.0 -0.3950
C 5.626965 0.758192 -0.577934 0.1 0.0 0.0 -0.0664
C 5.075572 1.746022 1.690318 0.0 0.0 0.1 -0.0753
C 2.635985 3.015943 -0.201264 0.0 0.0 0.0 -0.2250
N 1.826531 2.132823 0.477446 -0.2 -0.3 -0.1 -0.1786
C 0.975664 2.676361 1.420484 -0.1 0.3 0.3 -0.2802
C -0.182717 2.195051 1.949830 0.0 0.1 0.2 -0.2540
N -0.920045 1.082158 1.540402 0.4 -0.2 -0.5 -0.1115
C -2.076663 0.775589 2.164910 -0.2 0.0 -0.1 -0.2334
C -2.329326 0.878615 3.571974 0.0 0.0 0.0 -0.1473
C -3.604605 0.656385 4.080433 0.1 0.0 0.1 -0.0935
C -4.667247 0.273178 3.282608 0.0 0.0 -0.1 -0.1333
C -4.414638 0.072017 1.923385 0.0 -0.1 0.0 -0.0797
C -3.173172 0.292664 1.356492 -0.1 0.1 0.1 -0.1339
C -2.995453 0.143350 -0.150640 0.1 0.1 0.2 -0.3869
C -4.055803 -0.739363 -0.803370 -0.1 0.1 -0.2 -0.0826
C -2.954349 1.513867 -0.841104 0.1 0.0 0.0 -0.0543
C -1.192182 1.063029 4.568337 -0.1 0.0 0.0 -0.3959
C -1.092903 -0.147352 5.505209 0.0 -0.1 0.0 -0.0824
C -1.307317 2.347036 5.391253 0.0 0.0 0.0 -0.0769
H -0.896135 5.857759 -0.420055 0.0 0.0 0.0 0.0695
H 0.644740 6.613338 -0.852311 0.0 0.0 0.0 0.0631
H 0.468204 5.798423 0.709808 0.0 0.0 0.0 0.0696
H 0.137160 3.635284 -0.440050 0.0 0.0 0.0 0.0990
H 0.735474 5.128518 -3.036290 0.0 0.0 0.0 0.0680
H -0.842426 4.484486 -2.549513 0.0 0.0 0.0 0.0709
H 0.502516 3.380113 -2.867524 0.0 0.0 0.0 0.0749
H 2.634259 5.999857 -1.861593 0.0 0.0 0.0 0.0960
H 5.071454 5.550482 -1.936230 0.0 0.0 0.0 0.0778
H 5.927706 3.415714 -1.020761 0.0 0.0 0.0 0.0937
H 3.715730 0.786189 0.375736 0.0 -0.1 0.0 0.0561
H 6.517201 1.379668 -0.721097 0.0 0.0 0.0 0.0617
H 5.226244 0.494915 -1.559879 0.0 0.0 0.0 0.0819
H 5.969134 -0.162325 -0.087243 -0.1 0.0 0.0 0.0644
H 5.894847 2.472723 1.662786 0.0 0.0 0.0 0.0742
H 5.439768 0.836539 2.185320 0.0 0.1 0.0 0.0522
H 4.262998 2.160283 2.292612 0.1 0.0 0.0 0.0757
H 1.273291 3.655158 1.820051 0.0 -0.1 0.0 0.0996
H -0.642975 2.834928 2.705570 0.1 0.0 0.0 0.0818
H -3.752361 0.758675 5.154997 0.0 0.0 -0.1 0.0943
H -5.654818 0.105630 3.698881 0.0 0.0 0.0 0.0731
H -5.232466 -0.256135 1.288296 0.0 0.0 0.1 0.0885
H -2.022404 -0.327895 -0.341161 -0.2 -0.1 0.2 0.0403
H -5.017663 -0.217609 -0.853603 0.0 0.0 0.0 0.0773
H -4.209688 -1.674970 -0.263302 0.0 0.0 0.0 0.0651
H -3.770373 -0.976901 -1.833016 0.0 0.0 0.1 0.0644
H -3.935440 1.994660 -0.772496 0.0 0.0 0.0 0.0810
H -2.690203 1.411019 -1.901338 0.0 0.0 0.1 0.0705
H -2.218012 2.159542 -0.356843 0.0 0.0 0.0 0.0674
H -0.268522 1.121886 3.996117 0.0 0.0 0.0 0.0890
H -1.948117 -0.190707 6.186998 0.0 0.0 0.0 0.0676
H -0.182976 -0.106140 6.116373 0.0 0.0 0.0 0.0735
H -1.089427 -1.081307 4.935335 0.0 0.1 0.0 0.0672
H -2.226934 2.344491 5.986594 0.0 0.0 0.0 0.0663
H -1.330605 3.225942 4.745375 0.0 0.0 0.0 0.0669
H -0.464049 2.451044 6.082564 0.0 0.0 0.0 0.0703
C 0.333256 -3.312680 -3.040950 0.1 -0.1 -0.1 0.0034
C -0.800305 -3.394308 -2.081329 -0.2 0.0 0.3 -0.3330
N -0.783545 -3.001114 -0.825885 0.1 0.0 -0.1 0.0734
C -1.988564 -3.385811 -0.274696 0.0 0.1 -0.1 -0.1655
C -2.748709 -4.014524 -1.205983 -0.2 0.1 0.0 -0.0666
N -1.997150 -4.002381 -2.364404 0.4 -0.2 0.0 -0.0204
C -2.459712 -4.354229 -3.677158 -0.2 0.2 0.0 -0.0765
N -3.552862 -3.502431 -4.075018 0.1 -0.3 -0.2 -0.0600
N -4.818092 -3.970631 -3.990107 0.2 0.0 0.0 0.0361
N -5.632728 -3.015436 -4.217342 -0.4 -0.1 0.0 0.0544
C -4.911629 -1.870895 -4.439818 -0.1 0.3 -0.1 -0.2590
C -5.347430 -0.563660 -4.688351 0.0 0.0 0.0 -0.0303
C -4.376824 0.397737 -4.834618 0.0 0.0 0.0 -0.0849
C -3.004031 0.079669 -4.750175 0.0 0.0 0.0 -0.0614
C -2.563019 -1.198884 -4.515461 0.3 0.1 0.1 0.0167
C -3.555957 -2.168904 -4.354107 -0.1 0.0 0.1 -0.1718
H 1.219484 -2.990319 -2.496359 0.0 0.0 0.0 0.0432
H 0.189495 -2.600435 -3.861016 -0.1 -0.1 0.1 0.0654
H 0.539933 -4.296594 -3.475560 0.0 0.0 0.0 0.0907
H -2.246632 -3.145245 0.747243 0.1 0.0 -0.1 0.0881
H -3.757338 -4.399115 -1.185789 0.1 0.0 0.0 0.1141
H -2.844871 -5.368860 -3.720889 0.0 -0.1 0.1 0.1303
H -1.632664 -4.240149 -4.372078 0.0 0.0 0.0 0.1337
H -6.404847 -0.338693 -4.737230 0.0 0.0 0.0 0.1038
H -4.651315 1.430690 -5.006022 -0.1 0.0 0.0 0.0979
H -2.255318 0.855333 -4.848336 0.0 0.0 0.0 0.1143
H -1.492265 -1.368723 -4.453525 0.0 -0.1 0.0 0.0893
```
Forces are in eV/Å.

## Properties
- highest occupied orbital energy (eV) = -0.065
- Kohn-Sham gap (eV) = 3.57
- net charge = -2
- ΔE to the lowest compared entry with this formula, charge and spin (kcal per mole) = 1.3

***

Number 1: largest force on an atom 13.21 eV/Å. Number 2: largest force on an atom 1.58 eV/Å.